Entry 1:
Molecular formula: C25H32BrFN8O2S
Method: DFT, wB97M-V/def2-TZVPD

SMILES	Nc1c(CC(=O)F)c(Br)c(N=C=O)c2nsnc12.CCCC#N.CCCC#N.CCCC#N.CCCC#N

Last column: Mulliken charge in e.
Element x y z (Å)
N 0.594 -4.711 -1.061  -0.607
C 0.176 -3.254 -1.225  0.031
C 1.235 -2.028 -1.638  0.196
C 2.808 -2.408 -1.907  -0.793
C 3.870 -1.779 -0.828  0.667
O 3.897 -2.005 0.488  -0.504
F 4.963 -0.894 -1.379  -0.206
C 0.562 -0.530 -1.769  0.276
Br 1.813 0.979 -2.296  -0.112
C -1.061 -0.296 -1.513  0.008
N -1.584 1.126 -1.698  -0.535
C -1.324 1.895 -0.576  0.658
O -0.726 2.440 0.515  -0.441
C -2.139 -1.470 -1.126  0.580
N -3.652 -1.386 -0.887  -0.552
S -4.048 -3.060 -0.515  0.215
N -2.521 -3.975 -0.573  -0.491
C -1.451 -2.953 -0.976  0.268
H -0.009 -5.174 -0.339  0.298
H 1.567 -4.754 -0.687  0.271
H 2.883 -3.585 -2.025  0.373
H 3.099 -1.970 -2.978  0.307
C -6.702 -1.354 3.979  -1.064
C -5.504 -2.246 4.291  -0.428
C -4.738 -2.673 3.038  -0.215
C -5.656 -3.463 2.119  0.154
N -6.418 -4.119 1.358  -0.546
H -7.445 -1.874 3.366  0.465
H -7.201 -1.050 4.904  0.187
H -6.389 -0.448 3.447  0.285
H -5.855 -3.132 4.834  0.266
H -4.825 -1.706 4.960  0.308
H -3.883 -3.298 3.316  0.336
H -4.358 -1.797 2.501  0.304
C -5.341 3.766 6.890  -1.141
C -6.500 3.169 6.098  -0.418
C -7.040 1.878 6.716  -0.308
C -5.940 0.829 6.758  0.239
N -5.028 -0.040 6.793  -0.545
H -4.480 3.092 6.917  0.351
H -5.008 4.701 6.428  0.334
H -5.642 3.983 7.922  0.294
H -6.167 2.978 5.071  0.270
H -7.310 3.905 6.043  0.320
H -7.877 1.497 6.121  0.278
H -7.403 2.060 7.734  0.332
C 8.069 -0.523 -1.999  -1.042
C 9.267 -1.415 -1.687  -0.457
C 10.033 -1.843 -2.940  -0.355
C 9.115 -2.633 -3.859  0.240
N 8.353 -3.288 -4.620  -0.471
H 7.326 -1.043 -2.612  0.304
H 7.570 -0.219 -1.074  0.299
H 8.383 0.383 -2.531  0.328
H 8.916 -2.301 -1.144  0.283
H 9.947 -0.876 -1.018  0.311
H 10.888 -2.468 -2.662  0.284
H 10.413 -0.967 -3.477  0.287
C 2.520 4.432 -6.923  -1.132
C 1.384 4.257 -5.919  -0.394
C 1.760 4.714 -4.509  -0.259
C 2.936 3.895 -4.000  0.214
N 3.911 3.216 -3.579  -0.531
H 3.390 3.823 -6.659  0.352
H 2.196 4.121 -7.921  0.325
H 2.836 5.480 -6.978  0.299
H 1.086 3.201 -5.902  0.264
H 0.516 4.831 -6.262  0.317
H 0.910 4.580 -3.831  0.256
H 2.033 5.775 -4.507  0.314

=====

Entry 2:
Molecular formula: C24H47NO4S
Method: DFT, wB97M-V/def2-TZVPD

Last column: Mulliken charge in e.
Element x y z (Å)
C 0.529 -0.844 3.539  -1.731
C 1.133 -0.150 2.318  1.800
C 2.662 -0.253 2.393  -1.655
C 0.688 1.311 2.233  -1.217
C -0.769 1.401 1.727  1.928
C -0.840 1.477 0.190  -1.206
C -1.566 2.513 2.402  -1.139
O -2.194 1.925 3.543  -0.062
O -3.292 2.769 3.910  -0.346
S -4.538 1.744 4.280  0.729
O -5.456 2.669 4.874  -0.558
O -5.165 1.490 2.758  -0.378
C -5.096 0.162 2.350  0.034
C -4.021 -0.327 1.623  -0.042
C -4.046 -1.668 1.258  -0.498
C -5.149 -2.438 1.627  -0.313
N -6.192 -1.973 2.311  -0.603
C -6.155 -0.692 2.661  -0.130
H 0.615 -0.204 4.416  0.375
H 1.074 -1.760 3.752  0.460
H -0.520 -1.099 3.403  0.332
H 0.808 -0.681 1.420  -0.465
H 3.025 -1.231 2.089  0.395
H 3.012 -0.023 3.398  0.415
H 3.124 0.473 1.723  0.325
H 0.743 1.728 3.238  0.374
H 1.334 1.873 1.562  0.271
H -1.244 0.470 2.033  -0.380
H -1.103 0.507 -0.225  -0.161
H 0.109 1.785 -0.242  0.183
H -1.595 2.179 -0.156  0.492
H -2.341 2.897 1.742  0.420
H -0.942 3.351 2.715  0.463
H -3.209 0.333 1.355  0.550
H -3.226 -2.099 0.705  0.498
H -5.180 -3.478 1.337  0.380
H -6.993 -0.294 3.217  0.436
C 5.013 5.121 -1.068  -1.172
C 4.886 4.231 -2.301  -0.413
C 3.441 3.882 -2.654  -0.989
C 2.690 3.095 -1.580  -0.590
C 3.336 1.771 -1.174  0.848
C 3.433 0.765 -2.318  -1.483
H 4.618 4.634 -0.174  0.271
H 6.058 5.365 -0.872  0.381
H 4.472 6.059 -1.209  0.296
H 5.469 3.317 -2.153  0.238
H 5.337 4.742 -3.155  0.387
H 3.430 3.323 -3.593  0.357
H 2.892 4.808 -2.853  0.422
H 1.675 2.896 -1.941  0.359
H 2.572 3.718 -0.688  0.359
H 2.741 1.329 -0.369  -0.728
H 4.330 1.947 -0.756  0.363
H 2.443 0.540 -2.721  0.286
H 3.873 -0.172 -1.973  0.421
H 4.053 1.138 -3.133  0.373
C -1.736 -4.144 -4.538  -1.193
C -0.623 -4.704 -3.658  -0.389
C -1.057 -4.960 -2.216  -0.979
C -1.509 -3.715 -1.452  -0.821
C -0.478 -2.594 -1.376  0.914
C 0.808 -2.966 -0.645  -1.073
H -2.088 -3.176 -4.179  0.278
H -1.388 -4.005 -5.562  0.378
H -2.589 -4.825 -4.566  0.299
H 0.236 -4.027 -3.679  0.253
H -0.274 -5.647 -4.086  0.389
H -0.236 -5.442 -1.678  0.335
H -1.878 -5.684 -2.216  0.437
H -1.788 -4.015 -0.435  0.419
H -2.422 -3.318 -1.906  0.411
H -0.938 -1.746 -0.857  -0.808
H -0.234 -2.238 -2.380  0.320
H 0.594 -3.275 0.381  0.266
H 1.468 -2.097 -0.606  0.167
H 1.351 -3.772 -1.139  0.433

=====

Entry 3:
Molecular formula: C2H8NOS2
Method: DFT, wB97M-V/def2-TZVPD

relative energy (zero: lowest compared OMol25 entry of this formula, charge and spin)	0.0	kcal per mole
total charge	-1

Last column: Mulliken charge in e.
Element x y z (Å)
C -1.233 -0.785 0.877  -0.648
N -0.411 0.392 1.167  -0.410
C 1.006 0.103 1.150  -0.457
O 1.499 -0.548 0.013  -0.485
H -1.292 -1.002 -0.194  0.190
H -2.247 -0.606 1.245  0.283
H -0.808 -1.659 1.371  0.289
H -0.569 1.095 0.451  0.262
H 1.230 -0.565 1.987  0.357
H 1.519 1.060 1.312  0.281
S 0.614 1.881 -1.914  -0.659
S -0.726 0.608 -2.893  -0.304
H 1.351 0.019 -0.775  0.222
H 0.065 0.007 -3.797  0.079

=====

Entry 4:
Molecular formula: C10H25P2
Method: DFT, wB97M-V/def2-TZVPD

relative energy (zero: lowest compared OMol25 entry of this formula, charge and spin)	32.4	kcal per mole
total charge	+1

Last column: Mulliken charge in e.
Element x y z (Å)
C -3.954 1.356 -1.072  -1.160
C -0.410 -3.470 -0.055  -1.155
C 2.547 -1.771 -1.649  -1.276
C 2.285 1.245 0.981  -0.789
C -3.300 1.819 0.247  -0.758
C -0.889 3.141 1.282  -0.937
C 0.471 -2.671 0.833  -0.636
C 1.297 -0.927 -1.419  -0.810
C 1.957 -0.163 1.413  -0.649
C -1.013 -0.014 0.400  -1.130
P -1.503 2.047 0.205  0.570
P 0.609 -0.888 0.312  0.672
H -5.022 1.171 -0.955  0.371
H -3.781 2.165 -1.782  0.369
H -3.604 0.338 -1.282  0.248
H -0.510 -3.153 -1.170  0.282
H 0.073 -4.482 -0.155  0.313
H -1.471 -3.581 0.260  0.311
H 2.524 -2.862 -1.485  0.287
H 2.785 -1.491 -2.689  0.395
H 3.321 -1.294 -1.014  0.333
H 3.363 1.491 1.193  0.381
H 2.144 1.395 -0.171  0.278
H 1.567 1.880 1.563  0.014
H -3.570 1.115 0.946  0.518
H -3.784 2.706 0.477  0.495
H 0.173 3.344 1.424  0.430
H -1.618 3.296 2.051  0.257
H 1.460 -3.151 0.994  0.481
H 0.217 -2.669 1.959  0.451
H 0.646 -1.287 -2.157  0.654
H 1.671 0.028 -1.631  0.523
H 1.677 -0.500 2.443  0.507
H 2.783 -0.871 1.215  0.434
H -1.632 -0.573 -0.444  0.195
H -1.532 -0.162 1.415  0.474
H -1.122 2.158 -1.036  0.057

=====

Record order is preserved below.
HOMO level: -8.277, -9.837, -2.892, -11.001 eV
Record order is preserved below.
LUMO energy: -1.91, 0.52, 3.59, -2.24 eV
Record order is preserved below.
Kohn-Sham gap: 6.367, 10.358, 6.482, 8.758 eV